(1)
Molecular formula: C81H207N9O27
Method: DFT, wB97M-V/def2-TZVPD

```
! RIJCOSX wB97M-V def2-TZVPD def2/J DEFGRID3
* xyz 0 1
C 2.06 3.60 4.95
C 1.70 5.06 5.04
C 2.35 5.57 6.37
O 2.17 5.81 3.95
H 1.63 3.18 5.88
H 3.14 3.47 4.90
H 1.58 3.03 4.11
H 0.66 5.15 5.09
H 3.33 5.07 6.60
H 1.69 5.29 7.24
H 2.41 6.69 6.38
H 3.12 5.63 3.96
C -3.44 4.58 -1.61
C -2.57 5.44 -2.54
C -3.42 6.32 -3.46
O -1.69 6.23 -1.79
H -3.96 5.20 -0.88
H -2.79 3.92 -1.03
H -4.19 3.92 -2.10
H -1.98 4.70 -3.12
H -2.85 6.96 -4.15
H -4.20 6.87 -2.96
H -3.97 5.71 -4.17
H -2.07 6.56 -0.96
C -3.23 2.35 3.11
C -3.65 3.06 1.83
C -4.93 2.41 1.21
O -3.81 4.45 2.14
H -2.18 2.72 3.34
H -3.12 1.30 2.81
H -3.94 2.43 3.88
H -2.86 3.02 1.07
H -4.69 1.43 0.84
H -5.28 3.06 0.45
H -5.64 2.33 2.05
H -4.76 4.57 2.34
C -4.82 -4.79 -1.15
C -3.48 -4.91 -1.85
C -3.68 -5.19 -3.35
O -2.79 -3.74 -1.59
H -5.52 -4.06 -1.65
H -4.67 -4.36 -0.11
H -5.29 -5.77 -1.04
H -2.91 -5.76 -1.38
H -4.15 -6.17 -3.53
H -2.69 -5.26 -3.85
H -4.24 -4.38 -3.83
H -1.87 -3.94 -1.43
C -0.58 -0.97 -1.46
C 0.47 -0.05 -0.82
C -0.04 1.39 -0.74
O 0.84 -0.56 0.45
H -0.10 -1.91 -1.75
H -1.04 -0.45 -2.31
H -1.39 -1.21 -0.78
H 1.33 0.02 -1.51
H 0.83 1.93 -0.30
H -0.81 1.39 0.03
H -0.32 1.77 -1.72
H 1.52 0.05 0.80
C -0.48 5.21 1.60
C -1.32 6.49 1.76
C -0.57 7.72 1.32
O -2.49 6.40 0.86
H -0.13 5.13 0.55
H -0.98 4.35 1.96
H 0.46 5.33 2.17
H -1.70 6.58 2.79
H 0.40 7.77 1.88
H -1.03 8.67 1.61
H -0.29 7.73 0.28
H -3.11 5.71 1.14
C 2.49 3.77 -2.49
C 2.21 2.62 -3.47
C 1.95 3.24 -4.86
O 3.26 1.65 -3.46
H 1.57 4.40 -2.36
H 3.24 4.45 -2.87
H 2.90 3.40 -1.51
H 1.29 2.12 -3.17
H 2.92 3.67 -5.27
H 1.25 4.04 -4.81
H 1.56 2.48 -5.54
H 2.87 0.86 -3.04
C 0.26 -5.11 1.08
C 0.83 -4.62 -0.25
C 2.12 -5.48 -0.68
O -0.16 -4.67 -1.23
H 0.05 -6.19 1.06
H -0.65 -4.57 1.37
H 1.03 -5.04 1.80
H 0.97 -3.57 -0.15
H 2.54 -5.14 -1.62
H 1.84 -6.53 -0.72
H 2.86 -5.32 0.10
H -0.40 -5.60 -1.26
C 5.14 2.36 1.55
C 3.66 2.02 1.77
C 2.73 3.23 1.54
O 3.15 1.04 0.88
H 5.83 1.52 1.73
H 5.41 3.02 2.38
H 5.26 2.77 0.55
H 3.51 1.64 2.73
H 3.07 3.83 0.66
H 2.67 3.96 2.36
H 1.70 2.94 1.33
H 3.80 0.38 0.76
C 7.48 -1.87 2.93
O 7.19 -2.63 1.74
C 5.93 -3.24 1.83
C 4.75 -2.27 1.72
N 4.53 -1.57 0.42
C 3.87 -2.51 -0.46
C 3.81 -2.02 -1.86
O 5.01 -1.99 -2.50
C 4.89 -1.52 -3.83
H 8.41 -1.31 2.75
H 7.66 -2.56 3.77
H 6.70 -1.14 3.14
H 5.83 -3.78 2.79
H 5.78 -4.00 1.02
H 4.80 -1.51 2.47
H 3.85 -2.82 1.98
H 5.47 -1.39 0.04
H 2.88 -2.67 -0.12
H 4.37 -3.49 -0.48
H 3.32 -1.02 -1.88
H 3.12 -2.67 -2.43
H 4.70 -0.42 -3.83
H 4.14 -2.06 -4.42
H 5.81 -1.72 -4.35
C -8.74 -3.75 5.11
O -8.15 -3.59 3.84
C -6.79 -3.17 3.89
C -6.36 -2.81 2.55
N -7.09 -1.66 2.04
C -6.66 -1.37 0.68
C -7.52 -0.33 -0.06
O -8.82 -0.80 -0.30
C -9.63 0.14 -0.93
H -9.64 -4.35 4.97
H -8.91 -2.74 5.55
H -8.09 -4.28 5.81
H -6.09 -3.96 4.30
H -6.71 -2.37 4.61
H -6.44 -3.64 1.86
H -5.29 -2.60 2.51
H -8.10 -1.94 2.07
H -6.64 -2.29 0.10
H -5.57 -1.12 0.61
H -7.03 -0.04 -0.99
H -7.59 0.55 0.56
H -9.50 0.17 -2.02
H -9.53 1.11 -0.45
H -10.71 -0.21 -0.81
C -2.47 -1.51 2.02
O -2.37 -1.93 3.34
C -2.71 -0.98 4.39
C -2.76 -1.76 5.67
N -3.89 -2.69 5.62
C -3.85 -3.66 6.75
C -4.92 -4.68 6.55
O -4.49 -5.37 5.41
C -5.42 -6.32 4.95
H -3.42 -0.96 1.88
H -2.53 -2.38 1.34
H -1.66 -0.83 1.74
H -3.68 -0.57 4.11
H -2.00 -0.09 4.34
H -2.92 -1.21 6.59
H -1.84 -2.34 5.88
H -3.84 -3.23 4.78
H -4.06 -3.14 7.69
H -2.87 -4.21 6.78
H -5.82 -4.12 6.33
H -5.13 -5.29 7.40
H -5.52 -7.17 5.65
H -5.03 -6.70 4.04
H -6.41 -5.95 4.70
C -0.29 8.40 5.60
O -0.61 7.32 6.47
C -1.92 6.89 6.16
C -2.37 5.83 7.15
N -1.64 4.54 7.27
C -1.81 3.65 6.12
C -1.36 2.24 6.50
O -0.06 2.29 6.98
C 0.43 0.99 7.23
H -1.06 9.17 5.69
H -0.23 8.07 4.56
H 0.73 8.80 5.72
H -1.90 6.59 5.14
H -2.58 7.71 6.18
H -3.44 5.52 6.95
H -2.29 6.29 8.13
H -0.70 4.62 7.60
H -1.18 3.93 5.25
H -2.81 3.66 5.73
H -1.47 1.58 5.61
H -2.01 1.83 7.29
H 0.38 0.47 6.28
H -0.08 0.48 8.05
H 1.47 1.09 7.51
C 2.59 2.00 -9.83
O 2.22 1.30 -8.67
C 2.39 -0.08 -8.72
C 1.75 -0.67 -7.53
N 0.41 -1.18 -7.73
C -0.50 -0.07 -7.99
C -1.92 -0.41 -8.29
O -2.78 -0.15 -7.18
C -4.05 -0.72 -7.23
H 3.65 1.95 -10.10
H 2.39 3.05 -9.67
H 2.02 1.68 -10.74
H 3.49 -0.19 -8.68
H 2.13 -0.56 -9.66
H 1.74 0.14 -6.70
H 2.36 -1.49 -7.09
H 0.15 -1.86 -6.99
H -0.09 0.46 -8.91
H -0.44 0.73 -7.28
H -1.97 -1.45 -8.52
H -2.28 0.25 -9.14
H -4.50 -0.43 -6.30
H -3.95 -1.84 -7.33
H -4.63 -0.35 -8.08
C 2.27 -3.58 -9.64
O 2.90 -4.74 -9.31
C 3.78 -4.70 -8.22
C 3.11 -5.05 -6.91
N 1.98 -4.22 -6.59
C 1.63 -4.20 -5.20
C 0.77 -3.01 -4.86
O -0.47 -3.03 -5.55
C -1.53 -2.54 -4.82
H 2.03 -3.00 -8.78
H 1.33 -3.76 -10.16
H 2.81 -2.93 -10.38
H 4.18 -3.69 -8.10
H 4.64 -5.32 -8.41
H 3.87 -5.06 -6.13
H 2.81 -6.12 -6.97
H 1.21 -4.44 -7.20
H 2.59 -4.19 -4.71
H 1.07 -5.06 -4.88
H 1.24 -2.05 -4.97
H 0.61 -3.13 -3.80
H -1.42 -1.49 -4.71
H -1.61 -2.97 -3.78
H -2.44 -2.73 -5.42
C 12.35 1.84 1.64
O 11.50 1.02 0.84
C 10.82 0.07 1.62
C 10.01 -0.75 0.64
N 8.74 -0.21 0.22
C 8.68 0.94 -0.59
C 7.32 1.08 -1.28
O 7.17 2.42 -1.59
C 6.02 2.60 -2.33
H 11.81 2.49 2.36
H 12.90 2.49 0.96
H 12.96 1.12 2.18
H 10.24 0.51 2.46
H 11.59 -0.54 2.05
H 9.81 -1.76 0.99
H 10.68 -0.82 -0.23
H 8.10 -0.92 -0.07
H 9.55 0.96 -1.32
H 8.77 1.79 0.05
H 6.62 0.58 -0.66
H 7.34 0.44 -2.15
H 6.09 2.08 -3.31
H 5.84 3.63 -2.63
H 5.11 2.29 -1.81
C 2.19 -5.49 4.29
O 2.22 -4.16 3.83
C 1.03 -3.45 4.30
C 1.22 -2.03 3.96
N 2.39 -1.52 4.67
C 2.72 -0.15 4.15
C 3.95 0.40 4.89
O 5.07 -0.37 4.64
C 5.82 -0.61 5.85
H 2.21 -5.57 5.37
H 3.01 -6.09 3.83
H 1.23 -6.00 4.06
H 0.85 -3.47 5.39
H 0.14 -3.88 3.89
H 0.40 -1.39 4.28
H 1.29 -1.89 2.87
H 3.18 -2.12 4.54
H 1.88 0.53 4.39
H 2.92 -0.09 3.09
H 3.63 0.38 5.96
H 4.17 1.47 4.68
H 5.21 -1.07 6.57
H 6.23 0.28 6.34
H 6.69 -1.29 5.62
C -1.71 1.46 -4.52
O -2.51 0.86 -3.52
C -3.83 1.36 -3.65
C -4.62 0.99 -2.40
N -4.58 -0.46 -2.08
C -4.99 -1.38 -3.17
C -6.45 -1.28 -3.42
O -6.74 -1.91 -4.71
C -8.11 -1.91 -4.99
H -0.68 1.30 -4.27
H -1.82 2.59 -4.55
H -1.93 0.99 -5.45
H -4.39 0.91 -4.50
H -3.82 2.43 -3.73
H -5.68 1.29 -2.44
H -4.16 1.55 -1.62
H -3.60 -0.70 -1.93
H -4.69 -2.36 -2.91
H -4.41 -1.29 -4.07
H -6.90 -0.28 -3.46
H -6.97 -1.84 -2.69
H -8.53 -0.92 -4.89
H -8.77 -2.60 -4.39
H -8.27 -2.18 -6.03
*
```

Calculated values
Lowest unoccupied orbital energy ... 0.383 eV
Electronic energy ... -156033.3451 eV
HOMO ... -0.2993 hartree
Gap between HOMO and LUMO ... 8.527 eV

(2)
Molecular formula: C17H18F2N2O2S
Method: DFT, wB97M-V/def2-TZVPD

```
! RIJCOSX wB97M-V def2-TZVPD def2/J DEFGRID3
* xyz 0 1
C 0.42 1.67 0.80
N 0.56 0.29 0.39
C 1.52 0.02 -0.65
C 2.95 -0.17 -0.12
O 3.90 -0.19 -1.16
C 4.03 -1.33 -1.92
C 4.92 -1.22 -2.99
C 5.15 -2.29 -3.82
C 4.50 -3.49 -3.60
C 3.62 -3.61 -2.54
C 3.38 -2.53 -1.70
C 0.00 -0.74 1.06
S 0.53 -2.30 0.93
N -1.03 -0.47 1.94
C -2.14 0.35 1.71
C -2.95 0.69 2.78
C -4.06 1.49 2.61
C -4.38 1.95 1.34
O -5.46 2.78 1.06
C -6.48 2.82 1.93
F -6.23 3.65 2.98
F -7.55 3.33 1.31
C -3.58 1.60 0.25
C -2.47 0.81 0.43
H 0.06 1.73 1.82
H 1.40 2.15 0.75
H -0.27 2.21 0.15
H 1.22 -0.89 -1.18
H 1.51 0.86 -1.36
H 3.01 -1.07 0.51
H 3.24 0.70 0.49
H 5.42 -0.27 -3.14
H 5.85 -2.19 -4.64
H 4.68 -4.34 -4.25
H 3.11 -4.54 -2.36
H 2.69 -2.66 -0.88
H -1.17 -1.21 2.61
H -2.71 0.33 3.77
H -4.66 1.76 3.46
H -6.77 1.83 2.36
H -3.86 1.96 -0.73
H -1.89 0.50 -0.42
*
```

Calculated values
Lowest unoccupied orbital energy ... 0.501 eV
Electronic energy ... -41266.6083 eV
HOMO ... -0.3039 hartree
Gap between HOMO and LUMO ... 8.771 eV

(3)
Molecular formula: C32H36BaF3N2O5Sb
Method: DFT, wB97M-V/def2-TZVPD

```
! RIJCOSX wB97M-V def2-TZVPD def2/J DEFGRID3
* xyz -2 1
Ba -0.12 0.81 -0.19
O -0.54 -2.35 2.49
C -1.91 -2.09 2.33
C -2.26 -0.64 2.62
N -2.09 0.27 1.48
C -3.13 0.05 0.46
C -2.90 -0.57 -0.95
O -3.77 -1.40 -1.23
O -1.99 -0.11 -1.73
C -2.03 1.64 1.95
C -0.78 2.04 2.77
O -0.99 2.89 3.64
O 0.30 1.51 2.40
H -0.10 -2.26 1.62
H -2.46 -2.72 3.04
H -2.25 -2.38 1.32
H -1.59 -0.32 3.42
H -3.29 -0.56 2.99
H -3.60 1.03 0.24
H -3.92 -0.57 0.88
H -2.92 1.91 2.53
H -2.02 2.32 1.08
C 3.41 -1.82 2.35
C 4.54 -1.83 1.55
C 4.68 -0.89 0.56
C 3.67 0.06 0.36
N 2.57 0.05 1.12
C 2.45 -0.86 2.08
C 3.77 1.13 -0.68
C 5.04 1.66 -0.93
C 5.22 2.67 -1.86
C 4.11 3.14 -2.55
C 2.85 2.59 -2.28
C 2.61 1.57 -1.34
H 3.25 -2.54 3.14
H 5.31 -2.59 1.70
H 5.54 -0.89 -0.10
H 1.53 -0.80 2.66
H 5.90 1.31 -0.36
H 6.20 3.09 -2.04
H 4.21 3.93 -3.29
H 2.02 3.00 -2.85
C -4.81 2.80 -2.19
C -3.67 2.27 -3.06
Sb -1.71 2.93 -2.43
C -0.72 2.35 -4.25
C -1.22 3.02 -5.52
C -2.03 5.04 -2.89
C -2.31 5.87 -1.63
H -5.79 2.58 -2.63
H -4.76 3.89 -2.05
H -4.80 2.34 -1.20
H -3.81 2.58 -4.10
H -3.63 1.18 -3.02
H -0.86 1.26 -4.29
H 0.35 2.52 -4.10
H -2.28 2.83 -5.69
H -0.68 2.66 -6.39
H -1.09 4.11 -5.48
H -2.85 5.12 -3.60
H -1.13 5.41 -3.39
H -3.18 5.50 -1.09
H -2.50 6.92 -1.87
H -1.46 5.83 -0.94
F -1.57 -7.83 -5.09
C -2.46 -6.95 -4.59
F -3.10 -6.41 -5.65
F -3.39 -7.70 -3.95
C -1.83 -5.93 -3.71
C -2.53 -4.76 -3.39
C -1.98 -3.82 -2.54
C -0.71 -4.03 -1.96
C -0.03 -5.21 -2.29
C -0.57 -6.14 -3.15
C -0.16 -3.07 -1.07
C 0.27 -2.17 -0.34
H -3.51 -4.59 -3.82
H -2.53 -2.92 -2.29
H 0.95 -5.37 -1.86
H -0.02 -7.05 -3.39
*
```

Calculated values
Lowest unoccupied orbital energy ... 4.104 eV
Electronic energy ... -62370.7639 eV
HOMO ... -0.0776 hartree
Gap between HOMO and LUMO ... 6.215 eV

(4)
Molecular formula: C17H24O9
Method: DFT, wB97M-V/def2-TZVPD

```
! RIJCOSX wB97M-V def2-TZVPD def2/J DEFGRID3
* xyz 0 1
C -0.23 -1.77 -2.34
O -0.43 -0.54 -1.68
C 0.62 0.02 -1.01
C 1.88 -0.54 -0.95
C 2.91 0.12 -0.27
C 4.23 -0.50 -0.26
C 5.38 0.08 0.09
C 6.71 -0.60 0.08
O 6.67 -1.98 -0.16
C 2.64 1.32 0.35
C 1.36 1.89 0.33
O 1.29 3.07 1.00
C 0.05 3.70 1.25
C 0.34 1.24 -0.36
O -0.93 1.81 -0.47
C -2.01 1.14 0.14
O -1.55 0.04 0.84
C -2.55 -0.75 1.47
C -1.81 -1.96 2.06
O -1.02 -2.58 1.09
C -3.63 -1.20 0.48
O -4.64 -1.85 1.20
C -4.19 0.01 -0.28
O -5.12 -0.46 -1.23
C -3.05 0.78 -0.93
O -3.58 1.94 -1.53
H 0.54 -1.69 -3.11
H -1.19 -2.01 -2.81
H 0.03 -2.57 -1.64
H 2.09 -1.48 -1.43
H 4.26 -1.52 -0.62
H 5.41 1.12 0.41
H 7.33 -0.18 -0.71
H 7.22 -0.39 1.04
H 6.10 -2.39 0.50
H 3.40 1.85 0.90
H -0.61 3.05 1.83
H 0.30 4.58 1.85
H -0.44 4.01 0.33
H -2.49 1.87 0.83
H -3.04 -0.18 2.27
H -2.54 -2.69 2.41
H -1.19 -1.61 2.90
H -0.53 -1.88 0.64
H -3.18 -1.89 -0.26
H -5.37 -2.00 0.59
H -4.70 0.68 0.44
H -5.33 0.28 -1.81
H -2.57 0.14 -1.69
H -2.83 2.48 -1.82
*
```

Calculated values
Lowest unoccupied orbital energy ... 0.637 eV
Electronic energy ... -36443.5474 eV
HOMO ... -0.3037 hartree
Gap between HOMO and LUMO ... 8.903 eV

Among the records above, which one has the highest HOMO? C32H36BaF3N2O5Sb

The highest gap between HOMO and LUMO belongs to which entry? C17H24O9